Molecular formula: C44H42Cl5F3N2OP2S2Sn
Method: DFT, the ωB97M-V functional and the def2-TZVPD basis

The geometry in ORCA input format:
```
! wB97M-V def2-TZVPD RIJCOSX def2/J DEFGRID3
* xyz 2 1
Sn -2.31588 0.20770 0.01475
F -5.59898 -1.36270 4.41435
C -4.41068 -0.91670 4.82415
F -3.52428 -1.90550 4.60005
F -4.47298 -0.75920 6.14415
C -4.00258 0.35960 4.12895
C -4.04868 1.58000 4.78525
C -3.64638 2.72190 4.10505
C -3.15908 2.58620 2.81695
N -3.12568 1.42530 2.18025
C -3.59568 0.32890 2.78855
S -3.69898 -1.08390 1.80595
H -4.38998 1.63410 5.80865
H -3.70088 3.68760 4.57885
H -2.78158 3.43270 2.26415
C 6.44962 0.85810 2.42785
S 5.59652 1.79950 1.14555
C 5.36182 0.53330 -0.14495
C 4.04942 -0.22660 0.00365
C 2.88932 0.76610 -0.05625
N 1.60812 0.07550 -0.08985
P 0.62912 -0.07080 1.29375
C 1.80372 0.07460 2.69135
C 2.58282 -1.03690 3.01285
C 3.47052 -0.96710 4.06965
C 3.57852 0.19740 4.81525
C 2.79712 1.29840 4.50135
C 1.90472 1.23950 3.44285
C 0.23102 -1.83950 1.39985
C 0.73592 -2.80100 0.53455
C 0.43302 -4.13480 0.74905
C -0.35418 -4.50850 1.82895
C -0.84538 -3.55010 2.70475
C -0.56568 -2.21590 2.48035
P 0.65342 0.07960 -1.55205
C 1.93392 -0.47350 -2.75575
C 2.17962 -1.83260 -2.92475
C 3.16992 -2.26700 -3.78985
C 3.91042 -1.34670 -4.51605
C 3.65312 0.00570 -4.37105
C 2.67732 0.44560 -3.49385
C 0.54662 1.84580 -1.98875
C 0.87472 2.88640 -1.12665
C 0.79902 4.19860 -1.56205
C 0.33542 4.48540 -2.83605
C -0.07578 3.45530 -3.66935
C 0.03572 2.14360 -3.25325
H 6.75812 1.56990 3.18685
H 7.32392 0.37920 1.99825
H 5.77552 0.12430 2.86065
H 6.21232 -0.14270 -0.10625
H 5.37092 1.07220 -1.09185
H 4.02912 -0.77130 0.94845
H 3.96472 -0.94720 -0.81145
H 3.00492 1.37630 -0.95605
H 2.96722 1.42670 0.81425
H 2.48832 -1.94980 2.44255
H 4.06352 -1.83480 4.31695
H 4.26532 0.23980 5.64575
H 2.87092 2.19730 5.09255
H 1.28222 2.09220 3.20705
H 1.40022 -2.50120 -0.26445
H 0.82372 -4.88690 0.07885
H -0.56728 -5.55210 1.99855
H -1.44128 -3.83340 3.55755
H -0.92728 -1.45860 3.16355
H 1.60282 -2.56700 -2.38125
H 3.35332 -3.32370 -3.90825
H 4.68142 -1.68270 -5.19195
H 4.20412 0.73150 -4.94995
H 2.49822 1.50520 -3.39515
H 1.17952 2.67410 -0.11095
H 1.09242 4.99660 -0.89785
H 0.28902 5.50600 -3.18205
H -0.47278 3.67240 -4.64885
H -0.25458 1.34030 -3.91635
Cl -4.94248 -0.42710 -2.60535
C -4.35438 1.16390 -2.57225
C -3.45578 1.55200 -1.59705
C -3.01498 2.86110 -1.55525
Cl -1.97548 3.30650 -0.28785
C -3.41508 3.80030 -2.50165
Cl -2.84508 5.41470 -2.43475
C -4.29898 3.39910 -3.50865
Cl -4.73608 4.49020 -4.75105
C -4.80338 2.09600 -3.51775
Cl -5.96228 1.64140 -4.69225
C -4.48728 -3.28530 -0.77425
C -2.98128 -3.26080 -0.59135
O -2.38628 -2.15260 -1.27765
C -1.55088 -2.49220 -2.37695
C -1.73268 -1.53110 -3.53755
H -4.90608 -4.14260 -0.25995
H -4.74318 -3.35210 -1.82595
H -4.93078 -2.38430 -0.36195
H -2.54268 -4.19010 -0.95985
H -2.73668 -3.15760 0.46945
H -1.78088 -3.50620 -2.71515
H -0.50728 -2.46720 -2.02915
H -2.70098 -1.67390 -4.00715
H -0.95398 -1.70710 -4.27565
H -1.67128 -0.50150 -3.18375
*
```

The value obtained for the HOMO energy (alpha / beta) is -12.533 / -12.501 eV. The energy above the lowest of the compared OMol25 structures with the same formula, charge and spin comes out at 171.99 kJ/mol. Its lowest unoccupied orbital energy (alpha / beta) is -8.51 / -8.62 eV.

Löwdin atomic charge list, values in e, 5 entries: atom 1 (Sn): 1.222, atom 2 (F): 0.166, atom 3 (C): -0.620, atom 4 (F): 0.112, atom 5 (F): 0.170

---

Molecular formula: C44H42N5O3P2PtSe2
Method: DFT, the ωB97M-V functional and the def2-TZVPD basis

The geometry in ORCA input format:
```
! wB97M-V def2-TZVPD RIJCOSX def2/J DEFGRID3
* xyz 1 5
Pt 0.87460 -0.76030 -1.56042
N -0.68361 -2.06185 -2.46474
N -0.13514 -3.35771 -2.53358
C 0.76890 -3.75654 -1.51460
O 0.95987 -4.95141 -1.38215
O 1.34821 -2.80113 -0.86915
H -1.44578 -2.02085 -1.78544
H -0.98396 -1.75486 -3.38225
H -0.76748 -4.08979 -2.82187
Se -2.04587 0.64600 4.76769
P -1.20894 -1.25953 4.05641
C -2.36589 -2.58941 4.35224
C -1.93543 -3.88125 4.04863
C -2.78587 -4.94629 4.27664
C -4.04949 -4.72615 4.81382
C -4.47151 -3.44170 5.11769
C -3.62920 -2.36404 4.88487
C 0.31710 -1.67157 4.89074
C 0.36211 -1.62377 6.28463
C 1.51588 -2.01420 6.94069
C 2.61355 -2.45365 6.20736
C 2.56265 -2.50544 4.82226
C 1.41400 -2.10941 4.15368
C -0.92239 -1.12688 2.31851
C -0.12127 -0.34302 1.48073
N -0.36863 -0.80463 0.24654
N -1.28354 -1.76718 0.30511
N -1.64004 -1.97079 1.53747
P 0.83292 1.19543 1.61825
Se 1.75685 1.61712 -0.25387
C 1.99672 1.12004 2.99596
C 3.34621 0.91559 2.71948
C 4.26406 0.85181 3.75839
C 3.84315 1.00593 5.07075
C 2.49883 1.21196 5.35180
C 1.57825 1.26104 4.31986
C -0.43597 2.41807 2.02590
C -0.21913 3.45111 2.93271
C -1.22415 4.37788 3.17769
C -2.43642 4.28228 2.51103
C -2.64232 3.27012 1.57999
C -1.64627 2.34154 1.33440
H -0.95472 -4.05168 3.62193
H -2.46436 -5.94941 4.03253
H -4.70892 -5.56476 4.99330
H -5.45565 -3.27465 5.53344
H -3.96494 -1.35881 5.11048
H -0.50048 -1.29473 6.85277
H 1.55877 -1.98651 8.02104
H 3.51425 -2.76050 6.72288
H 3.41680 -2.85327 4.25722
H 1.37088 -2.15322 3.07215
H 3.67204 0.81720 1.69255
H 5.31149 0.69587 3.53761
H 4.56333 0.97044 5.87786
H 2.16725 1.33557 6.37438
H 0.53319 1.42803 4.55253
H 0.73305 3.54670 3.43841
H -1.05361 5.17986 3.88360
H -3.21739 5.00593 2.70450
H -3.58074 3.20566 1.04506
H -1.80528 1.55925 0.60143
C -2.61546 4.90984 -7.64925
C -1.90574 4.11294 -6.59220
C -0.51908 4.08178 -6.52828
C 0.14739 3.35878 -5.55065
C 1.65856 3.37695 -5.54507
C -0.60840 2.62272 -4.61788
C 0.11534 1.85977 -3.60506
O -0.35971 1.00446 -2.87532
C -2.01882 2.64088 -4.66407
C -2.87905 1.89791 -3.67706
C -2.63433 3.39417 -5.64806
H -1.91388 5.35524 -8.35178
H -3.20108 5.71177 -7.19669
H -3.30797 4.27872 -8.20766
H 0.05765 4.63998 -7.25644
H 2.02371 4.00198 -6.35734
H 2.08169 2.38050 -5.68335
H 2.06037 3.78328 -4.61554
H 1.18726 2.09420 -3.50542
H -2.60700 2.14357 -2.64996
H -2.76172 0.81939 -3.77850
H -3.92606 2.15122 -3.83569
H -3.71771 3.42213 -5.68575
C 2.91798 -0.51678 -2.52004
C 2.51509 -1.47971 -3.48763
C 1.80375 -1.11142 -4.66645
C 1.48182 -2.04967 -5.61916
C 1.86434 -3.38214 -5.44897
C 2.58461 -3.76741 -4.31567
C 2.89879 -2.84635 -3.34949
H 2.99850 0.51998 -2.82740
H 3.63744 -0.83277 -1.77536
H 1.53423 -0.07330 -4.81540
H 0.94570 -1.75045 -6.51076
H 1.60521 -4.11721 -6.19925
H 2.88194 -4.79922 -4.18793
H 3.43416 -3.14530 -2.45894
*
```

As for the expectation value of S²: 6.047. The value obtained for the HOMO energy (alpha / beta) is -8.731 / -10.674 eV. The energy above the lowest of the compared OMol25 structures with the same formula, charge and spin comes out at 19.21 kJ/mol. Its lowest unoccupied orbital energy (alpha / beta) is -2.54 / -5.93 eV.

Löwdin atomic charge list, values in e, 5 entries: atom 1 (Pt): 1.062, atom 2 (N): -0.052, atom 3 (N): 0.011, atom 4 (C): -0.752, atom 5 (O): 0.043